(1)
Entry from the Open Molecules 2025 dataset: a molecular structure, C33H36BCdFN11O3Se (ωB97M-V with the def2-TZVPD basis set).

* HOMO level: -9.249 eV
* total charge: +1
* LUMO: -3.17 eV
* energy relative to the best compared isomer or geometry (same formula, charge and spin): 2.6 kcal/mol

Structure (XYZ):
```
87
Properties=species:S:1:pos:R:3:mulliken_charge:R:1
Cd -0.377 -1.965 -1.561 2.46
C -2.384 -1.397 2.586 -1.24
C -1.301 -1.224 1.719 -0.52
N -1.532 -1.833 0.559 -0.05
N -2.756 -2.393 0.647 0.57
C -3.290 -2.144 1.853 -0.28
B -3.421 -3.100 -0.570 -0.26
N -2.563 -4.298 -1.020 0.45
C -2.915 -5.595 -1.048 -0.28
C -1.861 -6.325 -1.557 -1.15
C -0.880 -5.364 -1.825 -0.50
N -1.308 -4.153 -1.492 -0.12
N -3.573 -2.081 -1.718 0.39
C -4.705 -1.528 -2.185 -0.16
C -4.375 -0.611 -3.161 -1.06
C -2.979 -0.666 -3.227 -0.30
N -2.509 -1.552 -2.359 -0.54
H -2.496 -1.032 3.592 0.46
H -0.371 -0.698 1.864 0.62
H -4.275 -2.504 2.099 0.47
H -4.505 -3.492 -0.234 -0.16
H -3.890 -5.903 -0.711 0.48
H -1.814 -7.387 -1.720 0.45
H 0.107 -5.484 -2.244 0.54
H -5.662 -1.836 -1.799 0.46
H -5.044 -0.008 -3.749 0.41
H -2.291 -0.131 -3.863 0.49
C 3.339 4.961 -3.262 -1.00
C 3.865 3.952 -2.253 -1.01
N 2.836 3.011 -1.808 0.18
C 2.739 1.805 -2.428 -0.10
C 1.799 0.862 -2.177 -0.17
C 1.846 -0.412 -3.010 0.02
O 2.926 -0.733 -3.488 -0.71
O 0.713 -0.967 -3.171 -0.93
C 0.841 1.081 -1.128 0.91
O 0.005 0.268 -0.718 -0.92
C 0.921 2.414 -0.491 0.71
C -0.024 2.732 0.489 -0.53
C 0.017 3.957 1.086 0.09
F -0.897 4.286 2.036 -0.37
C 0.984 4.910 0.750 -1.45
C 1.919 4.603 -0.212 -0.96
C 1.904 3.349 -0.849 0.68
N 1.021 6.200 1.382 0.33
C 1.308 6.143 2.808 -0.45
C 1.630 7.534 3.315 -0.84
N 0.460 8.439 3.020 -0.15
C 0.125 8.448 1.550 -0.85
C -0.146 7.025 1.106 -0.45
H 4.136 5.639 -3.567 0.38
H 2.523 5.555 -2.849 0.31
H 2.968 4.451 -4.150 0.33
H 4.295 4.442 -1.378 0.42
H 4.662 3.357 -2.693 0.48
H 3.496 1.588 -3.171 0.50
H -0.771 1.993 0.748 0.67
H 2.650 5.358 -0.461 0.38
H 2.179 5.510 2.974 0.42
H 0.476 5.719 3.391 0.38
H 2.486 7.958 2.793 0.36
H 1.801 7.551 4.389 0.42
H 0.655 9.386 3.345 0.35
H -0.355 8.107 3.542 0.40
H 0.991 8.865 1.039 0.36
H -0.739 9.094 1.410 0.42
H -0.336 7.032 0.034 0.42
H -1.056 6.650 1.600 0.38
C 2.833 -6.151 -0.332 -1.04
N 1.695 -5.619 0.389 0.23
C 1.281 -4.333 0.388 -0.26
Se 2.033 -2.932 -0.565 -0.35
N 0.189 -4.264 1.167 0.32
C -0.161 -5.522 1.626 0.60
C -1.223 -5.971 2.393 -0.78
C -1.268 -7.330 2.657 -0.59
C -0.286 -8.202 2.176 -0.62
C 0.776 -7.748 1.411 -0.65
C 0.813 -6.389 1.142 0.31
H 3.264 -5.354 -0.931 0.28
H 2.505 -6.960 -0.984 0.37
H 3.579 -6.528 0.368 0.35
H -0.363 -3.417 1.227 -0.01
H -1.982 -5.292 2.757 0.50
H -2.082 -7.728 3.248 0.41
H -0.358 -9.257 2.406 0.41
H 1.533 -8.424 1.037 0.47
```


(2)
Entry from the Open Molecules 2025 dataset: a molecular structure, C33H36FI2N4O3Os (ωB97M-V with the def2-TZVPD basis set).

* HOMO level: -10.281 eV
* total charge: +1
* LUMO: -2.96 eV
* energy relative to the best compared isomer or geometry (same formula, charge and spin): 0.0 kcal/mol

Structure (XYZ):
```
80
Properties=species:S:1:pos:R:3:mulliken_charge:R:1
Os 0.789 -0.486 0.041 1.46
I 4.887 0.463 6.347 0.11
C 3.453 0.212 4.859 -0.59
C 2.137 0.584 5.094 -0.31
C 1.197 0.414 4.094 -0.08
I -0.781 0.947 4.478 0.02
C 1.535 -0.124 2.847 -0.42
O 0.549 -0.261 1.942 -0.17
C 2.867 -0.511 2.629 0.93
C 3.316 -1.185 1.359 -1.13
N 2.867 -0.446 0.155 -0.43
C 3.459 -1.003 -1.083 -1.56
C 2.597 -0.690 -2.279 1.29
C 3.112 -0.697 -3.564 -0.84
C 2.268 -0.420 -4.626 -0.70
C 0.935 -0.138 -4.367 -1.18
C 0.489 -0.146 -3.060 0.04
N 1.306 -0.421 -2.038 0.50
C 3.808 -0.331 3.638 -0.99
H 1.844 1.003 6.046 0.40
H 2.911 -2.197 1.276 0.39
H 4.407 -1.254 1.359 0.53
H 3.180 0.520 0.263 0.64
H 3.516 -2.088 -0.965 0.46
H 4.472 -0.627 -1.235 0.62
H 4.160 -0.910 -3.722 0.52
H 2.646 -0.418 -5.639 0.45
H 0.242 0.087 -5.164 0.50
H -0.541 0.041 -2.791 -0.10
H 4.834 -0.629 3.461 0.45
C -2.804 4.032 0.393 -1.13
N -2.359 2.692 0.042 0.30
C -2.130 2.595 -1.393 -0.98
C -1.241 2.182 0.863 -0.38
C 0.128 2.505 0.310 -0.22
C 0.527 3.841 0.425 -0.40
C 1.657 4.339 -0.192 -1.09
C 2.422 3.476 -0.956 -0.94
C 2.076 2.136 -1.022 -0.11
C 0.956 1.592 -0.374 1.56
H -3.744 4.241 -0.121 0.32
H -2.096 4.821 0.103 0.35
H -2.981 4.100 1.466 0.36
H -3.070 2.776 -1.920 0.39
H -1.780 1.596 -1.648 0.21
H -1.395 3.326 -1.758 0.37
H -1.353 1.111 0.983 -0.94
H -1.339 2.615 1.859 0.80
H -0.085 4.507 1.021 0.61
H 1.928 5.381 -0.088 0.42
H 3.296 3.831 -1.486 0.49
H 2.721 1.520 -1.633 0.30
F 0.758 -6.605 -0.545 -0.35
C 0.752 -5.260 -0.554 0.12
C 1.006 -4.592 -1.730 -0.76
C 1.006 -3.200 -1.733 -0.50
C 0.753 -2.468 -0.578 0.87
C 0.451 -3.194 0.591 -0.68
C 0.470 -4.581 0.615 -0.74
H 1.198 -5.154 -2.635 0.51
H 1.194 -2.714 -2.681 0.27
H 0.192 -2.682 1.511 0.52
H 0.253 -5.131 1.521 0.53
O -1.283 -0.877 0.279 -0.49
C -2.230 -1.056 -0.526 0.56
O -2.277 -0.878 -1.748 -0.87
C -3.511 -1.602 0.146 -0.25
N -4.619 -1.331 -0.845 0.02
C -5.487 -0.219 -0.294 -0.81
C -4.708 0.318 0.902 0.16
C -3.938 -0.896 1.421 -0.86
H -3.389 -2.679 0.252 0.36
H -5.164 -2.163 -1.051 0.39
H -4.088 -1.066 -1.702 0.30
H -6.437 -0.665 -0.005 0.34
H -5.654 0.515 -1.077 0.40
H -5.378 0.746 1.645 0.60
H -4.021 1.097 0.561 -0.46
H -4.578 -1.546 2.021 0.55
H -3.065 -0.623 2.012 0.16
```


(3)
Entry from the Open Molecules 2025 dataset: a molecular structure, C33H36IrN3O2Te (ωB97M-V with the def2-TZVPD basis set).

* HOMO level: -13.485 eV
* total charge: +2
* LUMO: -7.01 eV
* energy relative to the best compared isomer or geometry (same formula, charge and spin): 24.3 kcal/mol

Structure (XYZ):
```
76
Properties=species:S:1:pos:R:3:mulliken_charge:R:1
Ir 0.190 -0.845 -0.926 1.80
N -0.781 -2.219 -2.242 -0.48
C -2.219 -2.600 -2.056 -0.63
C -3.065 -1.512 -1.424 -0.11
C -3.240 -0.234 -2.244 -0.75
C -1.976 0.548 -2.578 -1.02
N -1.062 0.690 -1.412 -0.52
H -0.678 -1.823 -3.176 0.54
H -0.239 -3.084 -2.307 -0.27
H -2.231 -3.490 -1.426 0.44
H -2.621 -2.890 -3.029 0.52
H -2.668 -1.281 -0.430 -0.21
H -4.056 -1.935 -1.253 0.46
H -3.914 0.427 -1.694 0.42
H -3.747 -0.459 -3.185 0.37
H -2.248 1.552 -2.905 0.48
H -1.404 0.111 -3.398 0.47
H -1.610 0.960 -0.594 0.32
H -0.396 1.487 -1.566 0.52
C -1.118 3.931 3.953 -1.70
C -0.592 3.040 2.862 -0.54
C 0.124 3.564 1.780 -0.14
C 0.615 2.782 0.741 1.14
C 1.162 3.369 -0.529 0.52
O 0.990 2.757 -1.574 -0.73
C 1.979 4.613 -0.532 0.07
C 3.324 4.488 -0.873 -0.46
C 4.133 5.611 -0.919 -0.67
C 3.597 6.865 -0.661 -0.44
C 2.249 6.996 -0.361 -0.79
C 1.439 5.874 -0.287 -0.06
C 0.506 1.381 0.847 0.61
O 1.176 0.595 0.018 -1.07
C -0.292 0.840 1.881 0.28
C -0.818 1.678 2.878 -0.87
C -0.464 -0.592 1.948 1.46
N -0.366 -1.352 0.892 -0.92
C 0.009 -2.769 0.911 -0.41
C 1.399 -2.777 0.263 -1.34
Te 2.118 -4.734 -0.337 0.37
C 1.706 -4.429 -2.385 -0.66
C 0.844 -5.294 -3.059 -0.17
C 0.561 -5.082 -4.405 -0.60
C 1.123 -4.003 -5.074 -0.42
C 1.999 -3.151 -4.409 -0.67
C 2.306 -3.372 -3.072 0.16
C -0.765 -1.244 3.243 -1.13
C 0.097 -1.052 4.320 0.01
C -0.172 -1.682 5.525 -0.94
C -1.309 -2.469 5.661 -0.48
C -2.177 -2.639 4.591 -0.93
C -1.901 -2.038 3.372 0.14
H -0.767 4.954 3.829 0.37
H -0.792 3.581 4.932 0.37
H -2.208 3.948 3.954 0.38
H 0.293 4.631 1.747 0.48
H 3.734 3.510 -1.090 0.44
H 5.180 5.510 -1.167 0.40
H 4.227 7.743 -0.709 0.41
H 1.823 7.976 -0.193 0.40
H 0.380 5.997 -0.099 0.50
H -1.402 1.238 3.677 0.70
H -0.712 -3.341 0.327 0.11
H 0.049 -3.176 1.920 0.77
H 2.126 -2.307 0.924 0.67
H 1.524 -2.223 -0.728 0.35
H 0.397 -6.132 -2.540 0.44
H -0.094 -5.766 -4.929 0.43
H 0.907 -3.844 -6.123 0.45
H 2.478 -2.339 -4.942 0.46
H 3.039 -2.743 -2.578 0.58
H 0.969 -0.417 4.216 0.56
H 0.500 -1.549 6.362 0.44
H -1.523 -2.945 6.608 0.44
H -3.068 -3.241 4.705 0.45
H -2.575 -2.170 2.533 0.45
```